No. 1
ORCA calculation (wB97M-V/def2-TZVPD) on 9 unconnected molecules or ions with the total composition C12H40N3O11 at a distorted geometry.

Element x y z (Å)
N  -0.709  0.262  -0.297
O  -0.090  -0.069  0.678
O  -0.321  1.215  -0.980
O  -1.694  -0.290  -0.639
C  -4.484  0.796  1.818
O  -3.388  -0.037  2.079
H  -4.578  0.733  0.734
H  -5.417  0.549  2.323
H  -4.298  1.854  1.999
H  -2.636  0.090  1.495
C  -3.670  -0.922  -3.447
O  -2.971  -1.849  -2.637
H  -3.917  -0.065  -2.820
H  -3.004  -0.592  -4.244
H  -4.667  -1.205  -3.786
H  -2.685  -1.349  -1.870
C  -2.623  -3.170  1.100
O  -3.565  -2.864  2.161
H  -2.371  -4.228  1.178
H  -2.953  -2.751  0.150
H  -1.713  -2.624  1.347
H  -3.823  -1.943  2.075
C  1.353  3.607  1.011
O  1.750  2.241  1.050
H  2.221  4.236  0.811
H  0.470  3.761  0.391
H  1.012  3.779  2.032
H  1.082  1.647  0.699
C  -2.539  2.707  -2.867
O  -1.796  3.250  -1.811
H  -3.408  2.275  -2.370
H  -2.779  3.472  -3.606
H  -2.008  1.895  -3.362
H  -1.357  2.517  -1.373
C  3.836  2.542  -2.757
O  4.411  3.351  -2.097
N  2.761  1.909  -2.449
N  4.281  2.121  -3.930
H  2.335  2.124  -1.560
H  2.437  1.102  -2.963
H  3.729  1.521  -4.526
H  5.096  2.611  -4.270
C  3.570  -1.425  -2.145
C  2.512  -1.401  -1.003
C  1.720  -2.646  -0.787
O  3.195  -0.879  0.181
H  2.928  -1.288  -3.015
H  4.135  -2.344  -2.300
H  4.212  -0.544  -2.124
H  1.848  -0.597  -1.320
H  2.399  -3.474  -0.581
H  1.063  -2.837  -1.636
H  1.087  -2.545  0.094
H  2.561  -1.017  0.889
C  1.690  -0.725  5.190
C  1.138  -0.887  3.830
C  0.243  -2.130  3.627
O  0.361  0.281  3.623
H  2.229  0.218  5.278
H  2.484  -1.454  5.353
H  0.953  -0.781  5.991
H  1.980  -0.865  3.137
H  0.603  -3.068  4.049
H  0.199  -2.320  2.555
H  -0.769  -1.917  3.970
H  0.352  0.436  2.675

## Properties
Orbital gap in eV: 9.69
Charge: -1
Spin multiplicity: 1
Calculated total energy in Ha: -1473.0106

No. 2
ORCA calculation (wB97M-V/def2-TZVPD) on 8 unconnected molecules or ions with the total composition C12H40O11 at a distorted geometry.

Element x y z (Å)
C  17.920  22.165  5.231
C  19.351  21.860  4.774
C  19.300  21.113  3.450
O  19.952  23.153  4.549
H  17.432  21.208  5.420
H  17.460  22.808  4.485
H  18.040  22.658  6.199
H  19.905  21.298  5.535
H  18.695  20.220  3.588
H  20.266  20.917  2.973
H  18.913  21.813  2.702
H  20.865  22.915  4.328
C  12.105  23.361  6.490
C  13.557  22.950  6.546
C  14.265  23.095  5.206
O  14.394  23.745  7.404
H  12.022  24.447  6.384
H  11.608  23.190  7.448
H  11.597  22.878  5.659
H  13.678  21.922  6.901
H  14.265  24.111  4.802
H  13.910  22.416  4.430
H  15.328  22.896  5.354
H  14.280  23.533  8.335
O  24.155  23.780  2.411
C  22.944  24.273  2.965
C  22.859  25.780  2.992
O  23.659  26.394  3.985
H  24.850  24.068  3.019
H  22.171  23.908  2.285
H  22.729  23.953  3.990
H  21.817  26.134  3.001
H  23.116  26.264  2.040
H  23.085  26.499  4.761
O  14.699  19.553  3.706
C  15.715  20.250  2.998
C  15.387  20.456  1.510
O  14.116  21.056  1.380
H  14.915  18.619  3.730
H  15.819  21.226  3.471
H  16.637  19.673  3.091
H  15.606  19.528  0.972
H  16.124  21.198  1.173
H  13.967  21.219  0.444
O  21.673  25.782  6.114
C  21.883  24.945  7.263
C  21.083  25.446  8.455
O  19.707  25.139  8.375
H  20.837  25.473  5.692
H  21.630  23.914  6.997
H  22.949  24.933  7.506
H  21.242  26.485  8.750
H  21.425  24.914  9.353
H  19.358  25.396  7.514
O  19.231  19.075  0.627
H  18.452  18.804  0.130
H  19.314  18.420  1.329
O  19.013  25.682  5.235
H  18.949  24.940  4.615
H  18.083  25.834  5.536
O  16.458  25.630  6.074
H  15.648  26.124  6.238
H  16.204  24.702  6.181

## Properties
Orbital gap in eV: 9.70
Charge: 0
Energy relative to the best compared isomer or geometry (same formula, charge and spin) in kJ/mol: 0.0
Spin multiplicity: 1
SMILES: CC(C)O.CC(C)O.OCCO.OCCO.OCCO.O.O.O
Calculated total energy in Ha: -1308.7687

No. 3
ORCA calculation (wB97M-V/def2-TZVPD) on 7 unconnected molecules or ions with the total composition C12H41N10O7 at a distorted geometry.

Element x y z (Å)
O  0.279  0.373  -0.761
H  -0.180  0.413  -1.633
H  0.058  -0.437  -0.240
H  1.263  0.515  -0.791
C  3.298  1.998  -1.850
O  2.425  1.762  -0.999
N  3.159  1.639  -3.129
N  4.422  2.671  -1.489
H  2.334  1.136  -3.418
H  3.998  1.717  -3.678
H  5.062  3.028  -2.177
H  4.293  3.185  -0.633
C  -0.409  -0.052  -4.272
O  0.151  0.622  -3.417
N  -1.716  -0.480  -4.142
N  0.186  -0.597  -5.362
H  -2.211  -0.107  -3.345
H  -2.318  -0.777  -4.889
H  1.173  -0.388  -5.377
H  -0.313  -0.663  -6.231
C  -0.206  -2.998  1.344
O  -0.301  -2.004  0.646
N  0.409  -4.206  1.051
N  -0.661  -3.029  2.633
H  0.495  -4.882  1.782
H  0.723  -4.501  0.145
H  -0.646  -3.887  3.143
H  -1.051  -2.175  2.995
C  2.401  -2.452  -2.138
O  1.538  -1.645  -1.793
N  2.940  -3.383  -1.302
N  2.958  -2.472  -3.364
H  2.803  -3.395  -0.308
H  3.495  -4.125  -1.687
H  2.476  -1.978  -4.096
H  3.647  -3.106  -3.724
C  3.373  0.692  2.704
C  2.129  0.498  3.570
C  0.838  1.039  2.876
O  0.680  2.432  2.922
C  0.607  2.967  4.222
N  1.901  -0.941  3.812
H  4.259  0.370  3.254
H  3.545  1.707  2.336
H  3.332  0.117  1.774
H  2.261  0.995  4.530
H  0.000  0.570  3.410
H  0.766  0.650  1.859
H  -0.003  3.864  4.104
H  1.523  3.321  4.703
H  0.091  2.290  4.909
H  1.866  -1.452  2.943
H  2.624  -1.190  4.471
C  -3.028  0.070  1.462
C  -3.523  0.541  0.043
C  -4.770  1.464  0.133
O  -5.906  0.674  0.385
C  -7.079  1.258  -0.161
N  -2.356  1.235  -0.508
H  -2.033  -0.355  1.369
H  -3.698  -0.758  1.716
H  -3.302  0.849  2.170
H  -3.768  -0.326  -0.571
H  -4.808  1.909  -0.876
H  -4.687  2.379  0.730
H  -7.267  2.317  0.020
H  -7.901  0.646  0.211
H  -7.053  1.076  -1.241
H  -2.656  2.047  -1.051
H  -1.931  1.727  0.276

## Properties
Orbital gap in eV: 9.18
Charge: +1
Energy relative to the best compared isomer or geometry (same formula, charge and spin) in kJ/mol: 67.6
Spin multiplicity: 1
Calculated total energy in Ha: -1555.9531

no.,HOMO level (eV)
1,-6.949
2,-9.561
3,-11.057